C5H16N2O | ωB97M-V/def2-TZVPD

Summary:
HOMO level (alpha / beta): 1.2 / -5.4 eV
⟨S²⟩: 0.75
Net charge: -1
Relative energy (zero: lowest compared OMol25 entry of this formula, charge and spin): 18.2 kcal/mol
Kohn-Sham gap (alpha / beta): 2.71 / 9.25 eV
2S+1: 2
E_LUMO (alpha / beta): 3.862 / 3.825 eV

Structure (XYZ):
```
24
Properties=species:S:1:pos:R:3:forces:R:3:mulliken_spin:R:1
C 1.28716 -0.29768 -1.34008 0.2430 -1.3122 0.4222 1.184
N 0.81295 -0.67387 0.00206 -0.4158 1.5866 0.4769 -2.159
C 1.91893 -0.98747 0.91048 0.6822 -0.5280 -1.0753 1.897
C 0.48217 1.74535 0.81453 0.0430 0.6207 1.0367 1.012
C -0.06790 0.34907 0.64372 -1.2840 -1.0783 -0.7620 -0.256
C -1.44360 0.30186 -0.09725 0.0485 0.7767 0.1580 1.419
N -2.31891 1.45227 0.16806 0.0584 -0.2561 0.6874 -0.396
H 1.43193 -1.25187 -1.87441 0.0807 0.3238 -0.1927 -0.191
H 0.54189 0.27243 -1.87124 -0.0884 0.3112 -0.1682 0.014
H 2.25740 0.20834 -1.32609 -0.1618 0.3315 0.0088 -0.082
H 1.95524 -2.07547 1.03185 0.0010 0.1279 0.6359 -0.198
H 2.88508 -0.73170 0.45482 -0.0848 0.0557 -0.0588 -0.178
H 1.92798 -0.40291 1.82729 -0.4079 -0.3248 0.2789 -0.054
H 1.55178 1.73367 1.04169 0.0856 0.0443 -0.4885 -1.189
H 0.22380 2.45206 0.02915 0.4619 -0.2133 -0.4422 0.443
H 0.06911 2.23380 1.71419 -0.1456 -0.3063 -0.1247 0.441
H -0.32099 -0.09579 1.60577 0.4242 0.2103 0.3162 -0.488
H -1.98735 -0.56431 0.28215 0.1988 -0.2899 -0.1777 0.110
H -1.26633 0.21202 -1.16383 -0.0220 -0.2872 -0.1807 -0.035
H -1.80365 2.26611 0.45505 -0.0189 0.2247 -0.2034 -0.186
H -2.96402 1.66716 -0.57670 0.2089 0.0133 -0.1341 -0.135
H -2.30004 -2.13420 -0.72439 -0.4677 0.7038 0.2798 -0.059
H -0.96384 -2.76909 -0.90576 -0.3308 -0.0612 -0.0623 0.043
O -1.90877 -2.90977 -1.10104 0.8914 -0.6733 -0.2302 0.045
```
Positions in Å, forces in eV/Å.